This record from the Open Molecules 2025 dataset describes a cluster of 7 separate species, H14O7 in total. The level of theory is wB97M-V/def2-TZVPD.

```
21
Properties=species:S:1:pos:R:3:forces:R:3:nbo_charge:R:1
O -0.61303 2.09282 3.59736 0.2 0.1 -0.1 -0.948
H -1.03511 2.95158 3.48945 0.0 -0.1 0.0 0.462
H 0.02866 2.03360 2.87212 -0.3 0.0 0.1 0.479
O -0.87084 0.12926 0.02449 0.1 0.4 -0.1 -0.973
H -0.56902 -0.17507 -0.84330 -0.1 -0.2 0.2 0.495
H -0.14331 0.66630 0.36986 -0.1 -0.3 -0.1 0.477
O 1.20942 2.06401 1.13108 0.1 0.3 -0.1 -0.964
H 0.91221 2.80417 0.58299 0.0 -0.1 0.1 0.486
H 2.04565 2.35661 1.51778 -0.1 -0.1 -0.1 0.489
O -1.17676 -2.13241 1.72284 -0.3 -0.2 0.1 -0.967
H -1.63636 -1.37755 1.31760 0.4 -0.1 0.0 0.501
H -0.24711 -1.90092 1.63510 -0.1 0.1 -0.1 0.473
O -0.97581 -3.00839 -1.04098 -0.1 -0.2 0.2 -0.964
H -0.13929 -3.47612 -1.13069 -0.1 0.0 0.0 0.460
H -1.22626 -3.12498 -0.10292 0.2 0.3 -0.3 0.494
O -0.88115 0.36152 -3.58110 0.1 0.1 0.0 -0.931
H 0.02777 0.67796 -3.53813 -0.1 0.0 0.0 0.460
H -1.30522 0.92642 -4.23731 0.0 -0.1 0.1 0.471
O 1.98160 -0.83897 -1.01862 0.0 0.2 -0.2 -0.938
H 2.11399 -0.97543 -1.96469 0.0 0.0 0.1 0.470
H 2.49998 -0.05441 -0.80293 -0.1 -0.1 0.0 0.469
```
Forces are in eV/Å.

Summary:
net charge: 0
SMILES string: O.O.O.O.O.O.O
relative energy (zero: lowest compared OMol25 entry of this formula, charge and spin): 164.0 kJ/mol

This record from the Open Molecules 2025 dataset describes a cluster of 7 separate species, H14O7 in total in a non-equilibrium geometry. The level of theory is wB97M-V/def2-TZVPD.

```
21
Properties=species:S:1:pos:R:3:forces:R:3:nbo_charge:R:1
O 0.05971 -3.49157 1.38224 -3.5 1.8 2.4 -0.982
H 0.47071 -3.36557 0.54624 0.1 0.6 -1.2 0.473
H -0.78529 -2.82257 1.53524 3.6 -2.6 -1.4 0.493
O -0.91229 2.39043 0.16824 -3.2 -0.2 0.7 -0.987
H -1.81529 2.41043 0.73224 3.1 0.0 -2.5 0.505
H -1.09229 2.43943 -0.80376 -0.3 0.0 1.4 0.503
O 1.19371 3.38843 1.34624 -0.3 -0.9 -0.1 -0.953
H 1.55571 3.10043 2.19324 0.0 -0.1 -0.3 0.463
H 0.71771 2.61343 0.94124 0.8 1.4 0.8 0.477
O -1.86429 -1.38457 1.05324 2.4 0.1 6.3 -0.935
H -2.54729 -1.25457 0.51724 -4.4 0.6 -4.4 0.473
H -2.34229 -1.15157 1.93124 1.7 -0.6 -1.7 0.492
O 2.81771 0.85343 -0.95076 -2.4 -2.8 0.3 -0.961
H 3.03671 0.22543 -1.66476 0.5 0.8 0.0 0.461
H 2.02871 0.24243 -0.62076 2.1 2.0 -0.4 0.477
O 0.29571 -0.19057 -0.41276 -0.6 -0.2 1.2 -1.006
H -0.24329 -0.70257 0.26024 0.8 1.1 -0.8 0.512
H 0.31571 0.75243 -0.12476 -0.6 -1.0 -0.2 0.507
O 0.02871 -1.46057 -2.87976 0.3 -0.3 -0.3 -0.951
H -0.03729 -1.05357 -2.01776 0.4 0.5 0.6 0.483
H -0.88129 -1.53857 -3.13176 -0.7 -0.2 -0.5 0.454
```
Forces are in eV/Å.

Summary:
net charge: 0
SMILES string: O.O.O.O.O.O.O
relative energy (zero: lowest compared OMol25 entry of this formula, charge and spin): 299.7 kJ/mol

This record from the Open Molecules 2025 dataset describes a structure of composition H14O7 in a non-equilibrium geometry. The level of theory is wB97M-V/def2-TZVPD.

```
21
Properties=species:S:1:pos:R:3:forces:R:3:nbo_charge:R:1
O 0.75322 1.98607 -0.66391 4.1 15.6 1.6 -0.863
H 1.26387 1.93174 0.14387 0.8 0.7 1.0 0.530
H 1.10043 2.75500 -1.11606 0.0 0.8 -0.7 0.516
O 0.96995 -1.89957 0.27293 3.4 -5.4 1.2 -1.043
H 0.91225 -0.94429 0.29146 1.9 0.5 0.2 0.454
H 1.44219 -2.12706 1.07384 0.4 -0.2 0.0 0.468
O -0.25663 1.96294 -2.47404 -1.5 0.1 -3.2 -0.939
H 0.43542 1.53905 -1.96648 -0.8 -0.7 -2.0 0.463
H -0.71847 2.51079 -1.83938 -0.4 -0.2 -0.2 0.458
O -1.08846 -0.10762 0.35129 -14.5 4.2 0.6 -0.947
H -1.43131 -0.99077 0.21444 -1.7 -1.1 0.7 0.483
H -1.78964 0.35334 0.81182 0.0 0.6 0.1 0.511
O -1.14619 -2.14617 -0.01606 -3.4 -5.5 -2.2 -0.907
H -0.74076 -2.89880 0.41452 0.2 0.1 0.0 0.520
H -0.51109 -1.87897 -0.68050 0.3 -1.0 -0.3 0.508
O -0.06587 -0.18718 2.24881 0.8 -0.2 4.4 -0.984
H 0.01471 0.19252 1.37385 1.0 0.2 1.0 0.466
H -0.35806 -1.08555 2.09458 0.0 0.1 0.2 0.447
O 0.72630 0.21380 0.00060 9.5 -2.2 0.2 -1.021
H 0.61361 1.03861 -0.47186 -1.8 -7.0 -0.7 0.431
H -0.12557 -0.21795 -0.06374 1.6 0.6 -2.0 0.449
```
Forces are in eV/Å.

Summary:
net charge: 0
relative energy (zero: lowest compared OMol25 entry of this formula, charge and spin): 1452.8 kJ/mol

This record from the Open Molecules 2025 dataset describes a structure of composition H14O7 in a non-equilibrium geometry. The level of theory is wB97M-V/def2-TZVPD.

```
21
Properties=species:S:1:pos:R:3:forces:R:3:nbo_charge:R:1
H 3.24253 -2.50655 0.87297 -1.3 -0.6 -3.5 0.421
H 1.29442 -2.67442 -1.30952 5.0 -0.6 2.0 0.561
H 0.19185 -1.56509 0.51407 -1.9 -4.1 0.5 0.482
H -0.85258 -2.98363 0.79452 4.5 1.6 -1.0 0.487
H 2.48511 -1.31196 -1.06256 -2.2 1.5 1.3 0.538
H 1.32969 -0.93439 0.26178 2.4 2.4 -4.0 0.473
H -2.64203 2.74477 -1.14424 3.1 1.5 3.2 0.488
H -0.94978 2.46998 -0.56159 -4.7 2.9 0.0 0.517
H -1.52511 2.21243 2.72418 -0.8 -1.6 -0.4 0.465
H -2.08176 2.44778 1.45189 -0.7 0.0 -1.6 0.505
H -0.62945 0.54610 -0.12767 0.0 -3.8 1.4 0.517
H -0.79393 0.33876 1.42367 0.3 -2.5 -2.3 0.525
H 0.14936 0.68241 -2.46806 -0.8 1.7 3.4 0.517
H 0.78186 0.78236 -0.88669 -1.6 0.3 -2.9 0.545
O 2.72518 -2.74990 -1.08754 -3.6 1.1 1.6 -0.874
O 0.20446 -2.70252 0.57942 -3.5 1.5 0.3 -1.030
O 1.68452 -0.47720 -0.67433 1.3 -3.2 2.7 -1.082
O -1.95277 3.13842 -0.36902 1.6 -4.2 -3.6 -1.019
O -2.02408 1.68188 2.03035 1.6 1.5 2.1 -0.954
O -0.57982 -0.30420 0.58045 -1.5 6.2 1.3 -1.021
O -0.05768 1.16497 -1.54207 2.8 -1.5 -0.9 -1.060
```
Forces are in eV/Å.

Summary:
net charge: 0
relative energy (zero: lowest compared OMol25 entry of this formula, charge and spin): 1345.0 kJ/mol

This record from the Open Molecules 2025 dataset describes a cluster of 7 separate species, H14O7 in total in a non-equilibrium geometry. The level of theory is wB97M-V/def2-TZVPD.

```
21
Properties=species:S:1:pos:R:3:forces:R:3:nbo_charge:R:1
O -1.11909 0.00030 -1.60664 -2.0 1.4 -0.3 -1.010
H -2.04118 -0.01601 -1.18269 1.5 -0.2 -0.4 0.520
H -0.63417 -0.76769 -1.32082 0.4 -0.8 0.2 0.505
O 1.39555 1.05012 1.19453 -0.7 2.3 1.4 -1.028
H 1.65558 1.56262 2.01315 -0.5 -1.0 -1.3 0.490
H 0.79204 1.69661 0.62687 1.1 -1.2 0.3 0.525
O 2.71941 -0.54260 -0.25503 1.1 -0.6 -1.5 -0.967
H 2.45109 0.16575 0.34260 -0.3 0.7 0.4 0.513
H 3.05919 -0.13963 -1.08369 -0.4 -0.4 0.9 0.485
O -2.96071 0.07435 0.32600 -0.8 -2.2 1.5 -1.023
H -3.73625 -0.53812 0.65148 2.6 1.8 -0.9 0.481
H -2.08317 -0.24411 0.80470 -2.1 0.3 -0.4 0.514
O 0.05456 2.14371 -0.62344 -1.3 -0.7 -1.4 -0.998
H -0.46710 1.44176 -1.20131 0.8 0.4 1.4 0.530
H 0.46196 2.70422 -1.28025 0.3 0.4 -0.1 0.479
O 0.51484 -1.89466 -0.65530 3.1 -2.1 0.7 -1.036
H 1.38023 -1.34950 -0.41776 -1.5 -0.5 -0.6 0.511
H 0.96801 -2.81778 -0.69859 -1.6 2.2 -0.1 0.488
O -0.75912 -0.83994 1.65326 1.6 0.2 -1.7 -0.998
H -0.42212 -1.59075 1.03811 -0.5 1.9 1.2 0.511
H -0.14759 -0.03760 1.44122 -0.9 -2.1 0.6 0.506
```
Forces are in eV/Å.

Summary:
net charge: 0
SMILES string: O.O.O.O.O.O.O
relative energy (zero: lowest compared OMol25 entry of this formula, charge and spin): 107.0 kJ/mol

For reference, HOMO-LUMO gap by record: 0.3733 0.3680 0.3499 0.2683 0.4115 hartree.
For reference, total energy by record: -535.0614 -535.0097 -534.5705 -534.6116 -535.0831 Ha.